No. 1
10
Properties=species:S:1:pos:R:3:mulliken_charge:R:1 method="wB97M-V/def2-TZVPD" gap_ev=10.12 multiplicity=1 largest_force_ev_per_a=6.3 e_above_lowest_kj_mol=86.2 e_lumo_ev=0.3 homo_ev=-9.8326 energy_ha=-698.6425
C -0.32 0.40 -0.51 0.10
N 0.42 -0.02 0.56 -0.41
N -1.33 -0.34 -1.08 -0.47
O -1.95 2.04 -1.91 -0.52
O -0.94 0.58 -3.64 -0.48
S -2.09 0.85 -2.74 0.69
H -0.34 1.40 -0.84 0.41
H 1.20 0.60 0.91 0.25
H 0.11 -0.76 1.29 0.24
H -1.32 -1.28 -0.69 0.20

***

No. 2
39
Properties=species:S:1:pos:R:3:mulliken_charge:R:1 method="wB97M-V/def2-TZVPD" total_charge=-1 gap_ev=6.88 multiplicity=1 largest_force_ev_per_a=9.1 e_lumo_ev=2.6 homo_ev=-4.2654 energy_ha=-1393.7918
Ba 0.00 -0.10 -0.06 1.82
O 1.45 1.35 1.02 -0.84
C 1.30 1.94 -0.07 0.04
O 1.44 1.40 -1.18 -0.81
C 0.78 3.38 0.01 0.11
C 1.07 4.24 -1.23 -0.08
C 0.78 5.71 -0.88 -0.87
C -0.77 5.71 -0.88 -0.87
C -1.07 4.24 -1.23 -0.08
O 0.00 3.92 -2.12 -0.53
C -0.78 3.38 0.01 0.10
C -1.30 1.95 -0.08 0.05
O -1.47 1.35 1.01 -0.84
O -1.43 1.40 -1.19 -0.81
H 1.19 3.82 0.92 0.52
H 2.02 4.04 -1.71 0.58
H 1.18 6.37 -1.65 0.31
H 1.21 5.99 0.08 0.36
H -1.17 6.38 -1.64 0.31
H -1.20 6.00 0.09 0.36
H -2.02 4.05 -1.71 0.58
H -1.19 3.82 0.92 0.51
I -0.02 -1.60 2.94 0.01
C -0.01 -3.60 2.17 0.11
C 0.00 -4.57 3.14 -0.66
C 0.00 -5.93 2.78 -0.43
C 0.00 -6.27 1.46 -0.83
C 0.00 -5.28 0.45 1.03
C 0.00 -5.66 -0.91 -0.76
C 0.00 -4.71 -1.89 -0.79
C 0.00 -3.34 -1.54 -0.21
C -0.01 -2.86 -0.24 -1.24
C 0.00 -3.88 0.78 1.02
H -0.01 -4.29 4.18 0.34
H 0.01 -6.69 3.55 0.36
H 0.01 -7.31 1.15 0.29
H 0.01 -6.72 -1.15 0.29
H 0.00 -5.00 -2.94 0.33
H 0.00 -2.63 -2.37 0.27

***

No. 3
8
Properties=species:S:1:pos:R:3:mulliken_charge:R:1 method="wB97M-V/def2-TZVPD" gap_ev=9.12 multiplicity=1 largest_force_ev_per_a=3.7 e_above_lowest_kj_mol=340.8 e_lumo_ev=-0.3 smiles="O=PSO.O" homo_ev=-9.4473 energy_ha=-967.0444
O -0.18 0.63 0.81 -0.46
O 1.27 -2.69 -0.16 -0.58
O -1.61 2.86 0.38 -0.44
P -0.15 0.71 -0.63 0.45
S -1.28 2.40 -1.15 0.04
H -1.30 2.31 1.13 0.40
H 1.13 -3.51 0.19 0.28
H 2.12 -2.73 -0.57 0.31

***

No. 4
18
Properties=species:S:1:pos:R:3:mulliken_charge:R:1 method="wB97M-V/def2-TZVPD" gap_ev=10.35 multiplicity=1 largest_force_ev_per_a=3.4 e_above_lowest_kj_mol=337.1 e_lumo_ev=0.9 smiles=CN(CO)CNN homo_ev=-9.4811 energy_ha=-360.3090
C 1.48 1.45 0.08 -0.37
C 0.34 -0.68 0.66 -0.67
C -0.82 0.97 -0.76 -1.08
N 0.45 0.41 -0.34 -0.16
N -0.33 -1.87 0.22 -0.19
N -1.74 -1.97 0.36 -0.57
O 2.55 0.93 -0.62 -0.61
H 1.76 0.26 -1.14 0.50
H -0.08 -2.12 -0.73 0.29
H -2.22 -1.09 0.20 0.23
H -1.94 -2.28 1.31 0.26
H 1.65 1.45 1.17 0.29
H 1.15 2.43 -0.29 0.28
H 1.37 -0.94 0.91 0.37
H -0.16 -0.32 1.57 0.40
H -1.40 1.36 0.09 0.37
H -0.64 1.80 -1.44 0.37
H -1.42 0.22 -1.27 0.30

***

No. 5
15
Properties=species:S:1:pos:R:3:mulliken_charge:R:1 method="wB97M-V/def2-TZVPD" gap_ev=10.82 multiplicity=1 largest_force_ev_per_a=0.8 e_above_lowest_kj_mol=198.2 e_lumo_ev=0.8 smiles="CN1CC1.N=C=O" homo_ev=-9.9858 energy_ha=-341.9281
N 0.18 -1.56 -1.98 -0.57
C 0.04 -1.00 -3.04 0.58
O -0.06 -0.55 -4.12 -0.47
C -1.29 -0.09 1.22 -0.99
N -0.06 -0.12 0.45 -0.26
C 1.17 0.20 1.16 -0.36
C 0.58 1.16 0.19 -0.47
H -2.14 0.05 0.54 0.31
H 0.06 -1.16 -1.03 0.61
H -1.31 0.72 1.97 0.35
H -1.41 -1.05 1.74 0.32
H 1.09 0.44 2.22 0.24
H 2.04 -0.39 0.88 0.24
H 0.10 2.05 0.60 0.25
H 1.02 1.28 -0.80 0.22

***

No. 6
16
Properties=species:S:1:pos:R:3:mulliken_charge:R:1 method="wB97M-V/def2-TZVPD" gap_ev=10.64 multiplicity=1 largest_force_ev_per_a=3.5 e_above_lowest_kj_mol=123.6 e_lumo_ev=0.7 homo_ev=-9.9082 energy_ha=-649.6448
C 1.26 -0.67 -3.60 0.08
C 1.31 0.77 0.00 -1.00
C -1.41 0.93 1.03 -1.09
C -0.15 -1.64 0.92 -1.05
O -0.64 -0.21 -1.40 -0.68
O 0.47 0.02 -4.01 -0.10
P -0.27 -0.10 0.00 1.02
H 2.07 0.54 -0.82 0.27
H 1.89 0.80 0.98 0.30
H 0.92 1.78 -0.22 0.32
H -2.29 1.40 0.66 0.37
H -0.78 1.83 1.34 0.31
H -1.61 0.37 2.01 0.27
H -0.15 -1.31 1.99 0.32
H 0.52 -2.41 0.49 0.34
H -1.12 -2.09 0.62 0.32

***

No. 7
48
Properties=species:S:1:pos:R:3:mulliken_charge:R:1 method="wB97M-V/def2-TZVPD" total_charge=+1 gap_ev=8.83 multiplicity=1 largest_force_ev_per_a=1.3 e_lumo_ev=-3.5 homo_ev=-12.3365 energy_ha=-6596.4100
C 3.58 0.20 1.90 -1.36
C 2.70 0.58 0.69 -0.29
P 1.15 -0.38 0.88 -0.15
C 1.52 -2.17 0.64 -0.58
C 1.27 -2.95 1.94 -1.32
P -0.21 0.15 -0.74 0.54
B -1.89 -0.73 -0.19 0.39
O -1.75 -2.10 -0.06 -0.84
N -3.11 0.00 0.05 0.01
C -3.77 -0.54 1.26 -1.23
C -4.01 -0.13 -1.13 -0.99
C 0.23 -0.56 -2.42 0.41
C -0.95 -1.14 -3.17 -1.44
F 1.19 -1.53 -2.22 -0.35
C -0.29 1.98 -0.94 -0.75
Br 1.33 2.47 -1.91 -0.01
C -0.48 2.71 0.44 0.21
C -1.96 2.74 0.87 -0.96
Br 0.13 4.58 0.39 -0.07
H 3.77 -0.88 1.88 0.28
H 4.52 0.72 1.86 0.34
H 3.05 0.40 2.83 0.40
H 2.50 1.65 0.71 0.41
H 3.24 0.34 -0.22 0.37
H 2.54 -2.28 0.28 0.62
H 0.85 -2.55 -0.13 0.53
H 2.11 -2.88 2.62 0.37
H 0.38 -2.56 2.44 0.34
H 1.07 -4.00 1.71 0.38
H -1.38 -2.34 0.79 0.29
H -3.07 -0.61 2.10 0.38
H -4.57 0.13 1.57 0.36
H -4.20 -1.54 1.10 0.37
H -4.69 0.73 -1.15 0.33
H -4.57 -1.06 -1.11 0.35
H -3.44 -0.10 -2.05 0.31
H 0.68 0.23 -3.02 0.52
H -1.36 -2.02 -2.69 0.33
H -0.61 -1.42 -4.17 0.44
H -1.71 -0.36 -3.31 0.32
H -1.12 2.24 -1.60 0.63
H 0.15 2.25 1.19 0.19
H -2.61 2.31 0.12 0.15
H -2.28 3.77 1.04 0.56
H -2.07 2.21 1.82 0.18
O 5.88 1.48 0.07 -0.60
H 6.75 1.14 -0.19 0.31
H 5.49 1.79 -0.75 0.30

***

No. 8
15
Properties=species:S:1:pos:R:3:mulliken_charge:R:1 method="wB97M-V/def2-TZVPD" gap_ev=10.03 multiplicity=1 largest_force_ev_per_a=5.3 e_above_lowest_kj_mol=275.2 e_lumo_ev=0.8 homo_ev=-9.2156 energy_ha=-701.9727
C -0.02 0.97 -0.40 -0.90
C 0.13 -0.55 -0.57 0.54
C 0.45 -1.21 0.74 -1.20
N -1.20 1.20 0.35 -0.37
N -1.19 -1.01 -1.08 -0.59
O -3.08 -0.43 0.89 -0.50
S -2.49 0.22 -0.27 0.50
H 0.96 1.45 -0.11 0.29
H -0.17 1.32 -1.43 0.34
H 0.94 -0.79 -1.33 0.39
H 1.41 -1.72 0.79 0.29
H -0.29 -1.87 1.04 0.38
H 0.35 -0.32 1.45 0.19
H -1.08 1.07 1.38 0.39
H -1.23 -1.23 -2.01 0.24

***

No. 9
16
Properties=species:S:1:pos:R:3:mulliken_charge:R:1 method="wB97M-V/def2-TZVPD" gap_ev=10.98 multiplicity=1 largest_force_ev_per_a=3.3 e_above_lowest_kj_mol=57.1 e_lumo_ev=0.7 smiles="O=C1CCC(=O)N1CO" homo_ev=-10.2480 energy_ha=-475.2272
C -1.61 -0.76 -0.41 -0.58
C 0.99 -0.94 -0.02 0.39
C 2.09 0.10 0.27 -0.36
C 1.44 1.45 0.12 -0.45
C -0.03 1.09 -0.16 0.51
H -2.57 0.42 0.62 0.36
H -2.07 -0.30 -1.30 0.31
H -1.52 -1.83 -0.54 0.41
H 2.48 -0.06 1.24 0.30
H 2.86 -0.07 -0.48 0.29
H 1.96 2.11 -0.62 0.27
H 1.39 2.19 0.96 0.25
N -0.20 -0.24 -0.21 0.07
O -2.40 -0.50 0.71 -0.52
O 1.13 -2.13 -0.11 -0.57
O -1.02 1.83 -0.26 -0.68

***

No. 10
10
Properties=species:S:1:pos:R:3:mulliken_charge:R:1 method="wB97M-V/def2-TZVPD" gap_ev=10.38 multiplicity=1 largest_force_ev_per_a=0.9 e_above_lowest_kj_mol=65.0 e_lumo_ev=0.4 smiles="O=C1C=NCN1" homo_ev=-9.9551 energy_ha=-301.4625
O 1.22 0.79 -1.83 -0.58
C 0.45 0.45 -0.98 0.45
C -0.60 -0.65 -1.01 -0.07
N -0.97 -1.01 0.16 -0.45
C -0.24 -0.18 1.11 -0.33
N 0.33 0.91 0.32 -0.22
H 0.57 -0.79 1.53 0.28
H -0.95 -1.13 -1.92 0.38
H -0.89 0.14 1.93 0.27
H 1.08 1.46 0.69 0.26

***

No. 11
56
Properties=species:S:1:pos:R:3:mulliken_charge:R:1 method="wB97M-V/def2-TZVPD" gap_ev=8.60 multiplicity=1 largest_force_ev_per_a=1.1 e_above_lowest_kj_mol=273.0 e_lumo_ev=-0.1 smiles="O=C(/C=C/c1ccc(S(=O)(=O)N2CCOCC2)cc1)N(CCO)Cc1ccccc1" homo_ev=-8.6640 energy_ha=-1737.7928
O -3.91 -2.62 -1.42 -0.68
C -3.39 -1.81 -0.67 0.48
N -4.11 -1.00 0.13 0.07
C -5.55 -1.16 0.14 -0.76
H -5.88 -1.42 1.15 0.34
H -5.77 -2.00 -0.53 0.48
C -6.31 0.08 -0.34 -0.61
O -6.48 1.06 0.66 -0.53
H -7.08 0.73 1.33 0.36
H -5.75 0.57 -1.14 0.26
H -7.29 -0.22 -0.74 0.36
C -3.56 -0.01 1.04 -1.14
C -2.39 0.77 0.51 0.86
C -2.36 1.23 -0.80 -0.18
C -1.28 1.95 -1.27 -0.95
C -0.22 2.25 -0.43 -0.47
C -0.26 1.83 0.89 -0.69
C -1.34 1.09 1.35 -0.50
H -1.36 0.76 2.38 0.39
H 0.54 2.08 1.56 0.46
H 0.63 2.81 -0.79 0.55
H -1.26 2.29 -2.29 0.42
H -3.19 1.01 -1.47 0.32
H -3.28 -0.49 1.99 0.34
H -4.37 0.70 1.26 0.59
C -1.91 -1.67 -0.66 -0.91
C -1.11 -1.98 0.36 0.11
C 0.35 -1.88 0.30 0.73
C 1.05 -2.03 -0.89 -0.35
C 2.42 -1.87 -0.93 -0.97
C 3.10 -1.56 0.23 0.29
C 2.43 -1.45 1.44 -0.72
C 1.06 -1.62 1.47 -0.52
H 0.53 -1.53 2.41 0.36
H 3.00 -1.24 2.33 0.51
S 4.87 -1.29 0.17 1.31
O 5.40 -2.03 -0.94 -0.72
O 5.41 -1.50 1.48 -0.73
N 5.11 0.32 -0.18 0.11
C 4.88 1.30 0.85 -0.99
H 5.00 0.79 1.81 0.40
C 3.49 1.92 0.71 0.47
O 3.29 2.45 -0.58 -0.48
C 3.42 1.44 -1.57 0.01
C 4.81 0.79 -1.51 -0.90
H 4.88 -0.06 -2.19 0.39
H 5.57 1.53 -1.79 0.33
H 3.28 1.95 -2.53 0.45
H 2.64 0.69 -1.43 0.01
H 3.37 2.76 1.40 0.48
H 2.72 1.16 0.92 -0.43
H 5.64 2.08 0.76 0.33
H 2.98 -2.01 -1.84 0.51
H 0.52 -2.29 -1.80 0.54
H -1.52 -2.25 1.32 0.43
H -1.49 -1.41 -1.62 0.19

***

No. 12
150
Properties=species:S:1:pos:R:3:mulliken_charge:R:1 method="wB97M-V/def2-TZVPD" total_charge=-1 gap_ev=5.41 multiplicity=1 largest_force_ev_per_a=4.3 e_above_lowest_kj_mol=262.9 e_lumo_ev=0.8 homo_ev=-4.6235 energy_ha=-6812.4657
C -0.39 3.87 -1.04 -1.21
C -1.05 4.96 -0.09 0.83
C -2.54 4.61 0.27 0.03
O -3.08 4.00 -0.92 0.00
P -4.57 4.77 -1.32 0.20
C -5.66 3.30 -0.80 -1.28
C -5.13 1.87 -1.22 -0.65
C -4.25 1.15 -0.14 0.20
C -4.12 -0.37 -0.59 -0.64
O -2.77 -0.87 -0.56 -0.28
C -2.70 -1.64 0.66 -0.86
C -4.55 4.37 -3.20 0.52
C -5.80 4.34 -4.00 -0.63
C -5.58 3.98 -5.40 -0.33
C -4.30 3.65 -5.98 -0.32
N -3.16 3.71 -5.25 -0.63
C -3.33 4.04 -3.95 -0.29
O -4.73 5.61 0.21 -0.68
C -3.47 5.79 0.92 1.92
C -3.10 7.29 0.60 -1.80
C -2.32 8.06 1.74 -0.83
C -1.10 7.29 2.37 0.28
S 0.52 7.68 1.58 -0.12
C 1.70 6.74 2.58 0.06
S 3.31 6.76 2.31 -0.17
N 1.15 5.95 3.68 0.30
C 1.08 6.34 5.04 -0.20
C 0.44 5.22 5.66 -0.51
N 0.14 4.17 4.76 -0.61
C 0.58 4.69 3.59 -0.13
C -3.85 5.36 2.38 -0.81
C -4.95 6.26 3.06 -1.07
C -4.97 5.98 4.63 0.40
C -5.16 4.43 4.94 -1.57
C -3.63 6.46 5.36 -0.87
H -0.49 4.18 -2.11 0.25
H 0.71 3.88 -0.79 0.47
H -0.77 2.84 -0.84 0.10
H -0.91 5.97 -0.55 0.27
H -0.44 4.90 0.87 -0.94
H -2.59 3.80 1.05 0.14
H -5.84 5.44 -1.61 -0.09
H -3.89 6.00 -1.73 -0.14
H -6.66 3.45 -1.30 0.36
H -5.82 3.31 0.31 0.39
H -6.05 1.22 -1.37 0.50
H -4.58 1.84 -2.19 0.26
H -3.20 1.56 -0.22 -0.13
H -4.63 1.25 0.90 0.34
H -4.45 -0.43 -1.67 0.33
H -4.85 -1.00 -0.02 0.31
H -2.92 -0.91 1.49 0.34
H -1.67 -2.08 0.75 0.27
H -3.43 -2.49 0.65 0.31
H -6.80 4.56 -3.56 0.35
H -6.47 3.92 -6.06 0.26
H -4.24 3.36 -7.06 0.32
H -2.40 4.06 -3.34 0.42
H -4.05 7.87 0.43 0.37
H -2.51 7.35 -0.35 0.35
H -3.00 8.35 2.57 0.24
H -1.92 9.02 1.31 0.56
H -1.20 6.18 2.38 -0.74
H -1.02 7.61 3.44 0.58
H 1.45 7.30 5.43 0.41
H 0.19 5.16 6.74 0.37
H 0.49 4.15 2.62 0.54
H -4.29 4.33 2.29 0.40
H -2.96 5.24 3.07 0.29
H -5.98 6.00 2.71 0.32
H -4.82 7.36 2.91 0.22
H -5.81 6.53 5.13 0.52
H -5.18 4.27 6.06 0.45
H -6.15 4.11 4.54 0.37
H -4.33 3.81 4.53 0.29
H -3.11 5.52 5.70 0.29
H -3.82 7.13 6.23 0.33
H -2.94 6.92 4.60 -0.07
C 6.08 9.70 2.77 -0.60
C 6.61 9.57 1.32 0.88
C 7.97 8.89 1.15 0.08
F 8.96 9.49 1.85 -0.22
F 8.35 8.94 -0.15 -0.28
F 6.59 10.79 0.74 -0.29
F 5.70 8.81 0.65 -0.29
O 6.34 10.92 3.47 -0.41
C 7.59 11.09 4.05 0.74
C 8.45 12.15 3.35 0.22
F 8.52 11.94 2.02 -0.20
F 9.71 12.12 3.83 -0.26
F 8.20 9.90 4.16 -0.28
F 7.36 11.51 5.32 -0.30
H 5.00 9.67 2.68 0.34
H 6.34 8.83 3.37 0.34
H 7.93 7.84 1.45 0.28
H 8.03 13.15 3.50 0.22
C 0.22 -3.53 -3.74 -0.81
C -1.18 -2.90 -3.83 0.78
C -2.11 -3.13 -2.64 0.48
F -2.32 -4.43 -2.36 -0.24
F -3.33 -2.60 -2.90 -0.27
F -1.75 -3.29 -4.99 -0.29
F -0.99 -1.55 -3.94 -0.30
O 0.42 -4.82 -4.34 -0.42
C 0.01 -5.95 -3.63 0.85
C -1.22 -6.63 -4.24 0.20
F -2.22 -5.77 -4.46 -0.18
F -1.70 -7.59 -3.40 -0.24
F -0.15 -5.61 -2.33 -0.29
F 1.06 -6.81 -3.66 -0.32
H 0.88 -2.88 -4.32 0.44
H 0.62 -3.50 -2.72 0.32
H -1.73 -2.64 -1.74 0.10
H -0.97 -7.11 -5.19 0.22
C 0.54 -10.10 -1.94 -0.77
C 0.93 -11.34 -2.78 0.90
C -0.17 -12.38 -3.01 0.02
F -0.71 -12.86 -1.88 -0.20
F 0.34 -13.45 -3.67 -0.28
F 2.03 -11.91 -2.23 -0.21
F 1.32 -10.88 -4.00 -0.32
O 0.82 -10.14 -0.54 -0.43
C -0.08 -10.81 0.29 0.76
C 0.49 -12.11 0.87 0.22
F 1.02 -12.91 -0.08 -0.22
F -0.48 -12.83 1.49 -0.27
F -1.24 -11.00 -0.36 -0.28
F -0.36 -9.98 1.31 -0.30
H 1.18 -9.29 -2.31 0.38
H -0.48 -9.77 -2.15 0.42
H -0.97 -11.96 -3.63 0.31
H 1.28 -11.90 1.59 0.23
C 4.84 -12.89 -1.54 -0.28
C 5.98 -11.90 -1.83 0.91
C 7.03 -12.34 -2.85 0.07
F 7.64 -13.49 -2.53 -0.21
F 8.01 -11.40 -2.93 -0.28
F 6.54 -11.53 -0.66 -0.29
F 5.39 -10.77 -2.33 -0.31
O 4.99 -13.76 -0.41 -0.42
C 5.77 -14.91 -0.57 0.75
C 7.10 -14.85 0.20 0.22
F 7.78 -13.71 -0.05 -0.20
F 7.90 -15.88 -0.15 -0.27
F 5.94 -15.16 -1.88 -0.29
F 5.04 -15.94 -0.08 -0.30
H 3.97 -12.28 -1.28 0.03
H 4.53 -13.44 -2.43 0.40
H 6.59 -12.44 -3.84 0.28
H 6.91 -14.90 1.28 0.23